(1)
Entry from OMol25: a molecular structure, C17H39MnN5O7P4S2Si (the ωB97M-V functional and the def2-TZVPD basis).

## Properties
* Kohn-Sham gap (spin up / spin down): 7.7 / 8.1 eV
* HOMO (spin up / spin down): -7.28 / -7.74 eV
* 2S+1: 6
* <S²>: 8.753
* F_max: 0.93 eV Å⁻¹
* energy relative to the best compared isomer or geometry (same formula, charge and spin): 0.0 kJ/mol

CARTESIAN COORDINATES (ANGSTROEM)
Mn1 -0.054 0.040 0.433
N1 4.988 0.850 -0.051
C1 4.052 -0.042 0.764
C2 4.825 -0.876 1.780
P1 3.204 -1.072 -0.564
O1 3.701 -2.577 -0.304
O2 3.868 -0.547 -1.809
O3 1.727 -1.037 -0.387
P2 2.828 1.108 1.548
O4 3.629 1.653 2.849
O5 2.745 2.241 0.568
O6 1.632 0.348 2.008
H1 5.949 0.812 0.265
H2 4.621 1.807 -0.035
H3 4.844 0.474 -1.033
H4 5.503 -1.579 1.294
H5 4.122 -1.461 2.373
H6 5.386 -0.233 2.460
H7 2.964 -3.119 0.018
H8 3.316 1.198 3.645
N2 -1.122 -2.785 2.210
C3 -1.427 -1.658 2.891
N3 -1.183 -0.464 2.425
C4 -1.585 0.518 3.313
C5 -2.132 0.075 4.462
S1 -2.185 -1.651 4.456
C6 -1.317 1.912 2.932
C7 -1.701 3.032 3.579
S2 -1.008 4.413 2.815
C8 -0.238 3.364 1.658
N4 -0.538 2.112 1.808
N5 0.615 3.837 0.689
H9 -1.047 -2.604 1.195
H10 -1.568 -3.639 2.492
H11 -2.486 0.641 5.311
H12 -2.325 3.129 4.456
H13 0.907 4.791 0.810
H14 1.409 3.210 0.532
C9 1.581 2.563 -2.383
P3 0.340 1.358 -1.798
C10 0.585 0.039 -3.038
C11 -1.226 2.123 -2.392
C12 -2.433 1.209 -2.128
P4 -2.638 0.880 -0.324
C13 -3.444 2.451 0.189
C14 -4.080 -0.245 -0.337
H15 1.449 2.730 -3.454
H16 2.574 2.150 -2.197
H17 1.492 3.511 -1.851
H18 0.331 0.399 -4.038
H19 -0.026 -0.820 -2.779
H20 1.630 -0.272 -3.010
H21 -1.121 2.340 -3.457
H22 -1.346 3.079 -1.872
H23 -2.290 0.241 -2.617
H24 -3.353 1.648 -2.527
H25 -4.320 2.671 -0.428
H26 -2.736 3.282 0.117
H27 -3.754 2.373 1.236
H28 -4.905 0.175 -0.916
H29 -4.411 -0.417 0.690
H30 -3.775 -1.203 -0.758
C15 -2.313 -4.305 -0.538
Si1 -1.262 -2.968 -1.348
C16 -2.175 -2.591 -2.948
C17 0.365 -3.768 -1.825
O7 -1.040 -1.700 -0.378
H31 -2.396 -5.175 -1.205
H32 -3.330 -3.942 -0.337
H33 -1.896 -4.662 0.411
H34 -2.498 -3.535 -3.407
H35 -1.553 -2.068 -3.682
H36 -3.075 -1.989 -2.775
H37 0.241 -4.539 -2.596
H38 0.836 -4.240 -0.951
H39 1.053 -3.004 -2.208


(2)
Entry from OMol25: 5 unconnected molecules or ions with the total composition C14H34N3O5P (the ωB97M-V functional and the def2-TZVPD basis).

## Properties
* Kohn-Sham gap: 9.5 eV
* HOMO: -9.20 eV
* F_max: 6.94 eV Å⁻¹
* SMILES: N#C[C@H](CCN)[C@H](C#N)[PH2]=O.CCO.CCO.CCO.CCO

CARTESIAN COORDINATES (ANGSTROEM)
N1 -0.739 4.452 -1.131
C1 -0.977 3.537 -1.897
C2 -1.722 2.269 -2.603
C3 -3.272 2.504 -2.907
C4 -4.283 2.721 -1.706
N2 -3.784 3.384 -0.479
C5 -1.321 0.855 -1.950
C6 -2.189 0.380 -0.705
N3 -3.098 0.041 0.029
P1 0.516 0.763 -1.378
O1 1.448 0.316 -2.527
H1 -1.216 2.249 -3.654
H2 -3.643 1.591 -3.526
H3 -3.367 3.405 -3.632
H4 -5.174 3.359 -2.093
H5 -4.765 1.701 -1.415
H6 -4.559 3.801 0.089
H7 -3.223 2.771 0.128
H8 -1.393 0.067 -2.801
H9 0.611 -0.243 -0.331
H10 0.980 1.980 -0.785
C7 4.495 -2.656 -1.591
C8 3.207 -3.217 -1.024
O2 2.233 -2.185 -0.909
H11 4.882 -1.859 -0.950
H12 5.254 -3.436 -1.682
H13 4.324 -2.215 -2.578
H14 3.377 -3.636 -0.030
H15 2.807 -4.006 -1.668
H16 2.082 -1.824 -1.796
C9 -3.639 7.153 1.823
C10 -5.123 7.004 2.091
O3 -5.517 5.646 1.930
H17 -3.397 6.821 0.810
H18 -3.324 8.193 1.939
H19 -3.057 6.531 2.510
H20 -5.702 7.609 1.390
H21 -5.371 7.323 3.109
H22 -5.007 5.118 2.560
C11 3.133 -1.088 2.196
C12 3.722 -2.284 2.916
O4 4.394 -1.864 4.098
H23 3.918 -0.373 1.934
H24 2.619 -1.398 1.282
H25 2.422 -0.560 2.839
H26 4.447 -2.795 2.279
H27 2.940 -2.999 3.192
H28 3.744 -1.421 4.661
C13 1.914 -6.855 1.196
C14 2.311 -7.388 -0.166
O5 3.403 -6.638 -0.686
H29 1.633 -5.801 1.129
H30 1.072 -7.419 1.605
H31 2.752 -6.918 1.897
H32 1.479 -7.303 -0.867
H33 2.605 -8.440 -0.104
H34 4.139 -6.725 -0.064


(3)
Entry from OMol25: 14 unconnected molecules or ions with the total composition C26H80O24 (the ωB97M-V functional and the def2-TZVPD basis).

## Properties
* Kohn-Sham gap: 10.1 eV
* HOMO: -9.95 eV
* F_max: 2.71 eV Å⁻¹

CARTESIAN COORDINATES (ANGSTROEM)
C1 6.214 21.302 10.307
O1 5.116 20.435 10.372
H1 5.966 22.348 10.127
H2 6.870 21.147 11.164
H3 6.755 21.129 9.377
H4 4.486 20.737 9.714
C2 4.454 23.049 23.032
O2 5.473 23.036 24.010
H5 3.651 23.657 23.449
H6 4.715 23.548 22.099
H7 4.192 22.015 22.807
H8 6.010 22.254 23.863
C3 8.546 31.160 14.506
C4 9.601 30.200 15.018
O3 9.465 29.017 14.287
O4 7.237 30.720 14.695
H9 8.782 31.269 13.448
H10 8.672 32.133 14.982
H11 9.494 30.092 16.098
H12 10.628 30.550 14.912
H13 9.849 28.340 14.850
H14 7.325 29.771 14.582
C5 2.939 35.087 8.844
C6 3.604 34.413 10.019
O5 2.718 33.907 10.988
O6 2.470 34.252 7.823
H15 3.641 35.785 8.387
H16 2.131 35.746 9.163
H17 4.223 35.137 10.550
H18 4.258 33.619 9.658
H19 3.210 33.470 11.687
H20 3.227 33.904 7.345
C7 -0.309 14.841 15.880
C8 -0.286 16.131 15.013
O7 -1.506 16.178 14.205
O8 -0.110 13.666 15.068
H21 -1.139 14.755 16.582
H22 0.521 14.761 16.582
H23 0.595 16.138 14.371
H24 -0.316 17.028 15.632
H25 -1.624 15.351 13.733
H26 0.819 13.652 14.827
C9 0.150 30.157 18.576
C10 -1.044 29.809 17.639
O9 -0.644 29.979 16.292
O10 1.309 29.375 18.284
H27 -0.090 29.925 19.614
H28 0.345 31.229 18.522
H29 -1.930 30.407 17.853
H30 -1.300 28.759 17.781
H31 0.213 29.566 16.159
H32 2.059 29.949 18.453
C11 -2.373 19.973 21.317
C12 -3.471 18.955 21.623
O11 -3.042 17.905 22.492
O12 -2.620 20.850 20.269
H33 -1.458 19.420 21.107
H34 -2.208 20.616 22.181
H35 -3.728 18.396 20.723
H36 -4.414 19.378 21.967
H37 -3.886 17.534 22.760
H38 -1.764 21.213 20.031
C13 0.256 17.842 7.190
C14 -0.393 19.231 7.121
O13 0.496 20.308 7.395
O14 1.422 17.809 6.488
H39 -0.432 17.048 6.900
H40 0.479 17.571 8.222
H41 -1.247 19.231 7.800
H42 -0.805 19.241 6.112
H43 0.007 21.130 7.309
H44 1.360 18.276 5.651
C15 7.952 15.970 18.568
C16 6.584 15.948 19.262
O15 6.618 16.158 20.653
O16 8.804 14.934 19.038
H45 8.385 16.960 18.708
H46 7.702 15.881 17.511
H47 6.140 14.982 19.023
H48 6.039 16.752 18.768
H49 5.751 15.916 20.989
H50 9.013 15.003 19.973
C17 -0.144 27.723 6.220
C18 1.127 27.902 6.957
O17 0.931 28.535 8.160
O18 -0.814 26.631 6.720
H51 0.086 27.436 5.193
H52 -0.713 28.637 6.049
H53 1.862 28.481 6.398
H54 1.632 26.946 7.096
H55 0.980 29.486 8.036
H56 -1.312 26.976 7.465
C19 2.112 24.571 14.089
C20 2.658 23.940 15.360
O19 2.029 24.322 16.511
O20 2.537 25.911 14.091
H57 1.023 24.533 14.046
H58 2.391 24.035 13.182
H59 3.714 24.135 15.545
H60 2.494 22.862 15.366
H61 2.143 25.273 16.579
H62 2.316 26.332 13.257
C21 -7.114 28.183 8.755
C22 -5.954 28.913 9.415
O21 -5.133 28.003 10.249
O22 -7.599 28.924 7.639
H63 -7.879 27.914 9.482
H64 -6.802 27.235 8.315
H65 -6.265 29.751 10.039
H66 -5.254 29.292 8.670
H67 -4.588 28.498 10.864
H68 -8.385 29.448 7.809
C23 10.087 23.162 18.549
C24 11.574 23.363 18.403
O23 11.834 24.249 17.329
H69 9.710 22.769 17.605
H70 9.561 24.107 18.687
H71 10.040 22.388 19.316
H72 12.203 22.496 18.201
H73 11.952 23.676 19.376
H74 12.766 24.238 17.095
C25 -6.859 21.738 12.498
C26 -6.771 22.529 13.762
O24 -7.207 23.791 13.443
H75 -6.046 22.154 11.903
H76 -7.817 21.964 12.030
H77 -6.782 20.661 12.643
H78 -5.714 22.557 14.026
H79 -7.462 22.046 14.453
H80 -6.476 24.179 12.957


(4)
Entry from OMol25: a molecular structure, C28H31ClN5O3PdS3 (the ωB97M-V functional and the def2-TZVPD basis).

## Properties
* Kohn-Sham gap (spin up / spin down): 5.9 / 6.1 eV
* HOMO (spin up / spin down): -10.12 / -10.12 eV
* charge: +1
* F_max: 2.27 eV Å⁻¹

CARTESIAN COORDINATES (ANGSTROEM)
Pd1 1.770 -1.660 0.466
N1 3.444 -2.613 2.091
N2 3.857 -3.828 1.533
C1 3.728 -4.128 0.222
N3 4.102 -5.357 -0.154
S1 3.253 -3.042 -0.965
H1 4.237 -2.089 2.463
H2 2.744 -2.764 2.825
H3 4.178 -4.561 2.160
H4 4.408 -6.057 0.502
H5 4.009 -5.612 -1.124
S2 2.894 0.472 0.070
C2 1.671 1.529 0.554
N4 1.853 2.854 0.539
C3 0.732 3.692 0.916
C4 -0.547 3.104 0.324
N5 -0.705 1.775 0.865
C5 -2.042 1.238 0.969
C6 -2.615 1.084 -0.420
C7 -1.963 0.265 -1.335
C8 -2.436 0.164 -2.630
C9 -3.550 0.887 -3.026
C10 -4.214 1.686 -2.111
C11 -3.740 1.794 -0.815
C12 0.388 1.012 1.002
S3 0.366 -0.391 1.946
C13 3.180 3.408 0.348
C14 3.662 3.334 -1.082
C15 2.954 3.960 -2.100
C16 3.453 3.965 -3.391
C17 4.655 3.337 -3.673
C18 5.346 2.682 -2.668
C19 4.850 2.679 -1.377
H6 0.886 4.710 0.557
H7 0.640 3.714 2.011
H8 -0.495 3.075 -0.772
H9 -1.415 3.696 0.622
H10 -2.651 1.915 1.572
H11 -1.988 0.274 1.479
H12 -1.087 -0.298 -1.043
H13 -1.929 -0.476 -3.334
H14 -3.898 0.829 -4.046
H15 -5.096 2.233 -2.407
H16 -4.247 2.436 -0.107
H17 3.877 2.856 0.989
H18 3.158 4.448 0.679
H19 2.019 4.455 -1.880
H20 2.908 4.463 -4.179
H21 5.062 3.367 -4.671
H22 6.272 2.170 -2.884
H23 5.390 2.171 -0.592
C20 -4.925 -1.759 -0.264
C21 -4.164 -1.747 1.020
C22 -4.556 -0.970 2.092
C23 -3.839 -0.992 3.281
Cl1 -4.360 -0.015 4.607
C24 -2.710 -1.784 3.409
C25 -2.295 -2.557 2.337
C26 -3.010 -2.546 1.144
O1 -2.699 -3.267 0.032
C27 -1.555 -4.076 0.023
C28 -0.254 -3.258 0.141
O2 -0.135 -2.230 -0.555
O3 0.630 -3.635 0.938
H24 -5.709 -1.008 -0.262
H25 -5.375 -2.737 -0.424
H26 -4.248 -1.576 -1.095
H27 -5.428 -0.343 2.007
H28 -2.152 -1.796 4.331
H29 -1.405 -3.157 2.450
H30 -1.562 -4.575 -0.952
H31 -1.574 -4.827 0.823


(5)
Entry from OMol25: a molecular structure, C14H21NO2S (the ωB97M-V functional and the def2-TZVPD basis).

## Properties
* Kohn-Sham gap: 8.3 eV
* HOMO: -8.20 eV
* F_max: 15.43 eV Å⁻¹
* energy relative to the best compared isomer or geometry (same formula, charge and spin): 1171.0 kJ/mol

CARTESIAN COORDINATES (ANGSTROEM)
C1 -6.435 -0.893 -0.155
C2 -5.543 0.060 0.643
O1 -4.143 0.108 0.427
C3 -3.792 0.536 -0.786
C4 -2.298 0.438 -0.882
H1 -2.020 1.044 -1.571
H2 -2.097 1.051 0.316
C5 -1.751 -0.772 -0.789
N1 -0.341 -0.741 -0.822
C6 0.541 -1.148 0.307
O2 0.026 -1.359 1.381
C7 1.865 -0.844 -0.056
C8 2.818 -2.192 0.259
C9 4.177 -1.871 0.165
C10 4.702 -0.839 -0.564
C11 3.839 0.233 -0.602
C12 2.581 0.052 -0.430
S1 1.547 1.628 -0.754
C13 1.097 2.183 0.787
C14 2.108 2.501 1.886
H3 1.702 2.725 2.656
H4 2.702 1.710 2.048
H5 2.686 3.412 1.417
H6 0.383 1.263 1.403
H7 0.302 3.079 0.466
H8 4.415 1.190 -1.153
H9 5.783 -0.960 -0.635
H10 4.817 -2.642 0.347
H11 2.265 -2.922 0.926
H12 0.164 -0.362 -1.460
H13 -2.100 -1.282 -1.551
H14 -2.041 -1.295 0.148
H15 -4.150 0.002 -1.594
H16 -4.274 1.459 -0.906
H17 -6.092 1.032 0.497
H18 -5.797 0.004 1.734
H19 -6.423 -0.582 -1.455
H20 -7.527 -0.887 0.345
H21 -6.094 -1.851 -0.135


(6)
Entry from OMol25: 11 unconnected molecules or ions with the total composition C22H67NO11 (the ωB97M-V functional and the def2-TZVPD basis).

## Properties
* Kohn-Sham gap (spin up / spin down): 1.2 / 8.5 eV
* HOMO (spin up / spin down): 0.71 / -6.42 eV
* 2S+1: 2
* charge: -1
* <S²>: 0.750
* F_max: 2.82 eV Å⁻¹
* energy relative to the best compared isomer or geometry (same formula, charge and spin): 0.0 kJ/mol

CARTESIAN COORDINATES (ANGSTROEM)
C1 -0.400 0.717 -4.695
O1 -0.168 -0.342 -3.808
H1 -0.537 1.638 -4.129
H2 0.486 0.915 -5.298
H3 -1.248 0.541 -5.357
H4 -0.066 -1.148 -4.319
C2 -0.020 -0.248 -0.478
O2 -0.844 0.621 -1.321
H5 -0.320 -0.128 0.563
H6 -0.098 -1.290 -0.788
H7 1.032 0.031 -0.437
H8 -0.733 0.353 -2.236
C3 2.128 2.557 -2.450
C4 2.520 2.585 -3.873
O3 3.598 3.430 -4.024
H9 1.422 1.728 -2.419
H10 1.556 3.455 -2.218
H11 2.940 2.378 -1.745
H12 1.758 2.967 -4.553
H13 2.753 1.564 -4.175
H14 4.027 3.311 -4.874
C5 -2.340 3.836 -1.769
C6 -1.379 3.905 -0.558
O4 -1.978 4.576 0.541
H15 -3.352 3.475 -1.583
H16 -1.858 3.280 -2.573
H17 -2.413 4.849 -2.163
H18 -0.424 4.372 -0.795
H19 -1.199 2.892 -0.197
H20 -1.938 5.520 0.370
C7 5.060 1.860 0.558
C8 4.120 1.351 1.654
O5 4.603 0.085 2.122
H21 4.648 2.779 0.141
H22 5.207 1.156 -0.261
H23 6.049 2.084 0.959
H24 3.090 1.232 1.318
H25 4.067 2.084 2.459
H26 5.373 0.302 2.653
C9 3.438 -3.506 -1.483
C10 3.288 -2.322 -0.451
O6 4.462 -1.539 -0.235
H27 2.607 -4.204 -1.379
H28 4.383 -4.033 -1.353
H29 3.418 -3.066 -2.480
H30 3.007 -2.673 0.541
H31 2.424 -1.706 -0.702
H32 4.392 -1.072 0.600
C11 0.478 3.031 2.228
C12 0.754 2.350 3.569
O7 -0.471 1.658 3.837
H33 1.334 3.647 1.952
H34 -0.374 3.700 2.344
H35 0.363 2.273 1.453
H36 0.833 3.131 4.325
H37 1.610 1.681 3.650
H38 -0.418 1.373 4.752
C13 0.063 -1.406 3.920
C14 0.638 -2.750 4.324
O8 -0.328 -3.702 4.063
H39 -0.213 -1.269 2.875
H40 0.856 -0.718 4.215
H41 -0.792 -1.167 4.552
H42 0.915 -2.752 5.378
H43 1.496 -2.997 3.698
H44 -0.975 -3.688 4.772
C15 -3.083 -3.581 2.139
C16 -1.922 -3.494 1.128
O9 -0.888 -4.358 1.502
H45 -3.409 -4.609 2.289
H46 -3.872 -2.941 1.743
H47 -2.838 -3.113 3.093
H48 -1.636 -2.442 1.098
H49 -2.265 -3.749 0.126
H50 -0.616 -4.092 2.384
C17 0.081 -3.425 -3.038
C18 -0.203 -3.838 -4.467
O10 -0.117 -2.675 -5.249
H51 -0.710 -2.742 -2.727
H52 1.072 -3.010 -2.856
H53 0.027 -4.290 -2.378
H54 -1.194 -4.288 -4.527
H55 0.469 -4.635 -4.783
H56 -0.132 -2.879 -6.187
C19 -3.449 0.170 3.004
C20 -3.239 1.097 1.800
C21 -4.458 1.102 0.784
O11 -4.625 -0.280 0.373
C22 -3.903 -0.666 -0.712
N1 -2.986 2.445 2.332
H57 -4.352 0.417 3.562
H58 -2.608 0.220 3.695
H59 -3.611 -0.872 2.727
H60 -2.352 0.782 1.250
H61 -4.326 1.840 -0.007
H62 -5.385 1.315 1.316
H63 -3.696 0.129 -1.429
H64 -4.429 -1.483 -1.206
H65 -2.895 -1.004 -0.473
H66 -2.158 2.406 2.909
H67 -2.606 2.994 1.575


(7)
Entry from OMol25: 2 unconnected molecules or ions with the total composition C2HCl3S (the ωB97M-V functional and the def2-TZVPD basis).

## Properties
* Kohn-Sham gap (spin up / spin down): 8.6 / 5.9 eV
* HOMO (spin up / spin down): -9.95 / -8.75 eV
* F_max: 4.09 eV Å⁻¹
* energy relative to the best compared isomer or geometry (same formula, charge and spin): 356.6 kJ/mol

CARTESIAN COORDINATES (ANGSTROEM)
C1 -0.821 0.032 -0.012
C2 -0.442 -1.052 -0.451
S1 2.663 0.701 -0.500
Cl1 -2.459 -0.035 1.011
Cl2 -0.241 -2.616 -0.642
Cl3 1.883 1.951 0.950
H1 -0.582 1.018 -0.357


(8)
Entry from OMol25: 2 unconnected molecules or ions with the total composition C4H11N2O (the ωB97M-V functional and the def2-TZVPD basis).

## Properties
* Kohn-Sham gap: 10.9 eV
* HOMO: -13.99 eV
* charge: +1
* F_max: 0.75 eV Å⁻¹
* energy relative to the best compared isomer or geometry (same formula, charge and spin): 120.8 kJ/mol

CARTESIAN COORDINATES (ANGSTROEM)
C1 0.651 1.815 0.664
O1 1.530 0.695 0.916
C2 -0.166 1.559 -0.557
C3 -1.484 1.686 -0.586
H1 1.272 2.697 0.494
H2 0.000 1.975 1.530
H3 1.916 0.844 1.787
H4 0.390 1.346 -1.468
H5 -2.034 1.588 -1.509
H6 -2.048 1.937 0.304
N1 1.146 -1.877 -0.074
C4 -0.008 -2.441 -0.274
N2 -1.158 -1.820 -0.219
H7 1.276 -0.895 0.206
H8 1.972 -2.453 -0.182
H9 -0.011 -3.499 -0.495
H10 -2.014 -2.347 -0.384
H11 -1.231 -0.810 -0.152